{"formula": "C33H40N4P2TeV", "method": "ωB97M-V with the def2-TZVPD basis set", "species": ["H", "C", "H", "C", "C", "C", "H", "C", "C", "C", "H", "H", "H", "C", "H", "C", "H", "C", "C", "C", "C", "Te", "H", "P", "H", "H", "H", "C", "C", "C", "H", "H", "C", "N", "H", "H", "H", "C", "C", "C", "H", "H", "H", "H", "H", "H", "C", "C", "C", "H", "H", "H", "H", "H", "H", "C", "C", "N", "H", "C", "C", "H", "H", "C", "C", "V", "C", "H", "N", "C", "C", "H", "N", "H", "H", "H", "H", "P", "C", "H", "H"], "positions_angstrom": [[2.198094, -3.803948, -1.878444], [-0.081334, 0.474826, 9.143764], [-6.146194, -1.082474, -4.924379], [-4.961465, -2.354326, -3.485461], [1.147664, 0.461384, 0.661671], [-1.030422, -0.755191, -3.628107], [-2.446798, 0.019776, 2.537719], [2.815955, -4.370613, -3.971572], [-0.538876, -0.998820, 6.788959], [0.112871, -1.604293, 7.880930], [3.190352, -3.818747, -6.126272], [-0.357485, 0.655662, -0.814195], [-3.322065, -2.617566, -1.978699], [1.648059, 1.007794, 1.837255], [2.536777, -1.322377, -5.297082], [-1.331449, 1.195783, 1.027393], [-2.436308, 1.334594, -5.035034], [-0.797914, 0.987751, 3.526876], [-2.069852, 3.402640, -4.268149], [0.417609, -0.236360, -3.675724], [-5.355645, -1.161996, -4.187106], [-0.549856, -1.933549, 4.790425], [1.820612, -0.038808, -0.042718], [1.482259, -0.955599, -2.345835], [3.796427, -0.160771, -0.772160], [0.833656, -1.318523, 9.912542], [-1.798175, 4.869718, -2.584427], [0.333352, -0.860797, 9.057502], [4.891061, 0.976978, -2.386290], [-0.814170, 1.032174, 8.091342], [0.731819, 2.035962, 4.568869], [-0.397468, 3.080799, 3.710855], [3.882234, 0.258831, -1.762311], [-3.605332, -0.645961, -2.818392], [0.443726, 0.857504, -3.551322], [0.437704, -2.646374, 7.816253], [1.946025, -0.982841, 5.101287], [-0.292452, 0.369680, 0.256197], [3.167838, 0.762689, -3.848231], [-1.930877, 3.849121, -2.913842], [2.658253, 0.723503, 2.169644], [5.839039, 1.239654, -1.943669], [1.988123, 2.862850, 2.805134], [0.659132, 2.922009, 1.671473], [-2.285057, 1.107847, 0.477600], [3.017870, -5.432501, -3.934881], [2.914714, -3.525239, -5.124112], [4.440327, 1.296788, -3.706010], [-3.895271, -2.017875, -2.667490], [-1.836358, 0.641022, 6.220424], [-1.511873, -0.533739, -4.593022], [-1.054300, -1.849491, -3.490111], [-1.935721, 2.648031, -1.020934], [-4.504370, 0.904921, -4.025735], [-0.644062, -0.698883, 0.302031], [1.545046, -1.734397, 4.420666], [-1.558892, 0.656913, 2.403765], [2.810440, 0.131074, -2.654781], [1.797647, -1.510775, 3.371201], [0.155509, 2.123463, 3.627516], [-2.257223, 2.027670, -4.226593], [0.160822, 1.078630, 10.021057], [4.979727, 1.829818, -4.475958], [1.128774, 2.277079, 2.434832], [-4.513815, -0.138656, -3.758426], [0.139166, -0.751873, 2.326152], [-1.129846, 0.258941, 6.959682], [2.486962, 0.810750, -4.686267], [-2.223438, 1.596757, -2.893040], [-2.001072, 2.734348, -2.095382], [2.571078, -2.235893, -4.720703], [0.818893, -0.478750, -4.673344], [2.225775, -2.263212, -3.366281], [-5.400703, -3.339974, -3.591349], [-1.177968, 0.660180, 4.493843], [-2.031424, 4.019086, -5.158367], [-1.085376, 2.267016, 1.003704], [-2.041805, -0.047708, -2.258598], [2.398066, -3.572321, -2.912755], [-1.158264, 2.065284, 8.144714], [1.941478, -2.716058, 4.710272]], "atomic_forces_ev_per_a": [[0.019, -0.113, -0.042], [0.068, -0.198, -0.493], [0.139, 0.103, 0.255], [0.706, 0.636, 0.239], [0.692, -0.260, 1.508], [0.287, -0.137, -0.091], [0.406, 0.121, 0.024], [-0.348, 0.863, 0.551], [-0.236, 0.643, 0.359], [0.182, -0.073, -0.445], [0.072, 0.074, 0.127], [0.005, -0.568, 0.691], [0.006, -0.077, -0.010], [0.286, -0.099, -1.386], [0.090, -0.262, 0.088], [-0.637, 0.739, -0.704], [0.069, 0.091, 0.115], [-1.423, 0.422, -0.534], [-0.176, -1.072, 0.588], [-0.744, 0.026, 0.223], [1.106, 0.361, 0.828], [-0.376, -1.144, 1.257], [-0.132, -0.418, 0.688], [2.340, -0.890, -3.704], [0.259, -0.077, -0.027], [-0.130, 0.009, -0.371], [0.006, -0.124, -0.018], [-0.301, 0.076, -0.355], [-0.786, -0.496, 0.304], [-0.242, -0.447, -0.070], [-0.284, -0.062, -0.417], [0.010, -0.517, 0.126], [0.189, 0.696, -1.049], [-0.294, -0.952, 0.146], [-0.090, -0.181, -0.090], [0.066, 0.393, 0.061], [-0.039, 0.098, -0.273], [0.102, 1.593, -0.304], [0.787, 0.386, 0.556], [0.065, -0.868, 0.315], [-0.248, 0.157, -0.555], [-0.041, -0.011, -0.042], [-0.221, -0.346, -0.250], [0.358, -0.538, 0.209], [0.385, -0.090, 0.133], [-0.003, 0.178, 0.063], [-0.385, 1.038, 1.016], [-1.006, -0.675, 0.282], [-0.696, 0.534, -0.607], [0.359, 0.137, 0.231], [-0.039, -0.198, 0.438], [-0.007, 0.239, -0.136], [-0.109, 0.067, -0.185], [-0.020, -0.096, 0.027], [0.258, -0.130, -0.382], [0.075, -0.466, 0.814], [0.884, -0.300, 1.086], [0.239, 0.675, 0.770], [0.525, -0.106, 0.121], [0.926, 0.632, 0.212], [0.340, 0.830, 0.352], [-0.113, -0.269, -0.275], [-0.056, -0.020, 0.150], [-0.552, 1.028, 0.831], [-0.284, -0.884, -0.179], [-0.652, 0.448, 0.612], [0.424, 0.235, -0.122], [0.248, 0.034, 0.181], [0.649, 0.131, 0.366], [-0.050, 0.296, -1.011], [-0.139, -1.062, -0.019], [-0.033, 0.131, 0.618], [-0.728, -0.266, 0.794], [0.103, 0.233, 0.100], [0.111, 0.126, -0.497], [-0.127, -0.176, 0.172], [-0.031, -0.435, 0.160], [-2.282, 0.816, -2.605], [0.086, -0.218, -1.032], [-0.087, -0.349, 0.061], [0.215, 0.375, -0.566]], "lowdin_charge": [0.0824, -0.0412, 0.1029, -0.0808, -0.1402, -0.3719, 0.1444, -0.0845, -0.4397, -0.1069, 0.1019, 0.0429, 0.0900, -0.1084, 0.0896, -0.1915, 0.1086, -0.2220, -0.0559, -0.3881, -0.0655, 1.4381, 0.0340, 1.1110, 0.0818, 0.1244, 0.1001, -0.0428, -0.0725, -0.0494, 0.1323, 0.1536, -0.1562, -0.2723, 0.0832, 0.1128, 0.0465, -0.3019, -0.1391, -0.0742, 0.1391, 0.0990, 0.1429, 0.1285, 0.1144, 0.0977, -0.0641, -0.0553, -0.1724, 0.0947, 0.0885, 0.0856, 0.0680, 0.0951, 0.1130, -0.3800, -0.1625, -0.2852, -0.0172, -0.1466, -0.1459, 0.1256, 0.1064, -0.1525, -0.1292, 0.7541, -0.1443, 0.1004, -0.2492, -0.1465, -0.1365, 0.0726, -0.2469, 0.1010, 0.0190, 0.1082, 0.1260, 1.0881, -0.1649, 0.1206, 0.0356], "orbital_gap_ev": [3.87, 4.03], "total_charge": 2, "multiplicity": 2}